Formula: C28H42O21
Source: the Open Molecules 2025 dataset
Level of theory: wB97M-V/def2-TZVPD

```
91
Properties=species:S:1:pos:R:3
C -5.96 -8.20 -17.93
C -7.07 -7.42 -17.13
C -6.85 -7.32 -15.55
O -6.86 -5.89 -15.30
C -6.76 -5.18 -16.41
O -6.37 -3.98 -16.55
O -7.02 -5.99 -17.40
H -6.12 -9.26 -18.09
H -5.01 -8.04 -17.40
H -5.70 -7.84 -18.93
H -8.10 -7.78 -17.17
H -5.88 -7.69 -15.24
H -7.65 -7.68 -14.89
C -5.67 1.71 -14.41
C -5.53 2.51 -13.15
C -4.26 3.35 -12.84
O -4.83 4.58 -12.39
C -6.06 4.67 -12.81
O -6.82 5.59 -12.52
O -6.48 3.48 -13.19
H -4.95 0.90 -14.56
H -5.63 2.33 -15.30
H -6.66 1.25 -14.33
H -5.62 1.94 -12.23
H -3.61 3.20 -13.70
H -3.62 2.81 -12.14
C -13.49 -9.15 -24.07
C -13.02 -7.90 -23.21
C -14.16 -7.41 -22.27
O -13.50 -7.36 -20.93
C -12.27 -7.97 -21.03
O -11.76 -8.42 -20.04
O -12.00 -8.30 -22.30
H -13.96 -10.06 -23.71
H -12.58 -9.33 -24.65
H -14.21 -8.84 -24.83
H -12.60 -7.09 -23.81
H -15.06 -8.01 -22.25
H -14.71 -6.50 -22.51
C -14.36 -4.44 -16.67
C -13.66 -4.81 -15.32
C -12.62 -5.85 -15.37
O -11.47 -5.25 -14.92
C -11.80 -3.87 -14.65
O -11.00 -3.01 -14.14
O -13.09 -3.73 -14.79
H -15.07 -3.65 -16.43
H -14.82 -5.12 -17.39
H -13.59 -4.04 -17.33
H -14.40 -5.22 -14.63
H -12.53 -6.13 -16.42
H -12.95 -6.73 -14.82
C -8.22 -12.70 -22.03
C -9.29 -12.62 -20.95
C -10.46 -13.54 -21.17
O -10.68 -14.19 -20.04
C -9.57 -14.01 -19.14
O -9.45 -14.61 -18.03
O -8.93 -12.97 -19.66
H -7.58 -13.59 -21.98
H -7.49 -11.90 -21.92
H -8.55 -12.74 -23.07
H -9.49 -11.55 -20.92
H -10.02 -14.33 -21.78
H -11.36 -13.05 -21.54
C 0.76 -6.16 -25.68
C 0.30 -7.52 -25.15
C 1.25 -8.20 -24.28
O 0.35 -8.78 -23.29
C -0.77 -8.08 -23.29
O -1.69 -8.20 -22.49
O -0.73 -7.19 -24.25
H -0.03 -5.67 -26.24
H 1.63 -6.36 -26.31
H 1.05 -5.46 -24.90
H -0.23 -8.12 -25.89
H 2.03 -7.70 -23.70
H 1.70 -8.95 -24.93
C -1.44 -4.25 -18.83
C -0.74 -4.94 -17.68
C -0.03 -4.08 -16.70
O -0.64 -4.40 -15.47
C -1.54 -5.29 -15.54
O -2.10 -5.77 -14.59
O -1.67 -5.66 -16.79
H -0.83 -3.52 -19.37
H -2.19 -3.67 -18.30
H -1.80 -5.01 -19.53
H 0.07 -5.58 -18.01
H -0.28 -3.05 -16.94
H 1.04 -4.19 -16.88
```

Spin multiplicity: 1
F_max, eV/A: 6.22
SMILES: C[C@H]1COC(=O)O1.C[C@H]1COC(=O)O1.C[C@H]1COC(=O)O1.C[C@H]1COC(=O)O1.C[C@H]1COC(=O)O1.C[C@H]1COC(=O)O1.C[C@H]1COC(=O)O1
Total energy, Ha: -2672.02523
Highest occupied orbital energy, eV: -10.03
Energy above the lowest of the compared OMol25 structures with the same formula, charge and spin, kJ/mol: 733.0